<one>
# C4H6N2S2

An isolated molecule of C4H6N2S2 (ωB97M-V/def2-TZVPD, the Open Molecules 2025 dataset).

```
14
Properties=species:S:1:pos:R:3:nbo_charge:R:1
C -2.55022 -1.54309 0.26100 -0.12
N -1.36701 -1.09017 0.14933 -0.21
N -1.08842 0.18240 -0.10702 -0.24
C -2.10807 1.16764 -0.50013 -0.46
C 0.19115 0.56030 0.21423 0.04
S 1.04245 1.97356 0.12705 -0.03
C 1.07444 -0.55003 0.57228 -0.31
S 2.06514 -1.44618 -0.37742 0.07
H -2.61874 -2.61025 0.37737 0.20
H -3.53215 -0.98934 0.02814 0.17
H -2.60380 1.00395 -1.49966 0.23
H -2.90940 1.22158 0.24829 0.21
H -1.61189 2.17794 -0.44505 0.26
H 1.09882 -0.69650 1.71644 0.22
```

Calculated values
* total charge: 0
* spin multiplicity: 1
* structure (SMILES): C=NN(C)C(=S)C=S

=====

<two>
# C4H6N2S2

An isolated molecule of C4H6N2S2 (ωB97M-V/def2-TZVPD, the Open Molecules 2025 dataset).

```
14
Properties=species:S:1:pos:R:3:nbo_charge:R:1
C 2.77725 0.38894 0.05144 -0.37
C 2.17824 -0.80959 -0.18833 -0.28
C 0.70303 -1.05064 -0.06757 0.06
N -0.33998 -0.21511 -0.05298 -0.64
S -0.53327 1.42505 -0.11902 0.48
C -2.30343 1.46775 -0.05305 -0.04
N -3.29580 0.72029 -0.02127 -0.61
S -3.59210 -0.92769 -0.08981 0.21
H 3.96831 0.21474 0.09590 0.23
H 2.25616 1.36298 0.21396 0.23
H 2.69280 -1.93283 -0.27070 0.23
H 0.29536 -2.08522 -0.11406 0.20
H -2.43002 2.62124 -0.15867 0.17
H -2.37655 -1.17993 0.77415 0.14
```

Calculated values
* total charge: 0
* spin multiplicity: 1
* structure (SMILES): C=C/C=N\S/C=N\S

=====

<three>
# C4H6N2S2

An isolated molecule of C4H6N2S2 (ωB97M-V/def2-TZVPD, the Open Molecules 2025 dataset).

```
14
Properties=species:S:1:pos:R:3:nbo_charge:R:1
S -1.37515 -1.64518 -0.72612 0.04
C -0.56205 -1.10889 0.70546 -0.43
C 0.64011 -0.12787 0.71766 -0.05
N 1.23080 0.41267 -0.48278 -0.62
C 0.50866 1.32145 -1.30456 0.26
N -0.59395 1.92101 -1.15696 -0.61
S -1.57334 1.56720 0.17268 0.45
C -0.73550 0.33234 1.14342 -0.42
H -0.42439 -2.56262 -1.12308 0.12
H -0.53342 -1.80585 1.55105 0.23
H 1.36538 -0.28290 1.53169 0.22
H 1.79658 -0.19102 -1.05138 0.39
H 1.14312 1.61892 -2.18643 0.18
H -0.88686 0.55074 2.20936 0.25
```

Calculated values
* total charge: 0
* spin multiplicity: 1
* structure (SMILES): S[C@H]1[C@H]2NC=NS[C@@H]12

=====

Energy above the most stable structure, in hartree: <one> 0.0491; <two> 0.1078; <three> 0.0000

=====

<one>
# C4H6N2S2

An isolated molecule of C4H6N2S2 (ωB97M-V/def2-TZVPD, the Open Molecules 2025 dataset).

```
14
Properties=species:S:1:pos:R:3:nbo_charge:R:1
S -1.44343 2.86611 3.91944 0.00
C -0.89237 2.28453 2.57555 0.21
N -0.45239 1.62095 1.65924 -0.32
N -0.16077 1.62914 0.31997 -0.41
C 0.64353 0.57027 -0.19171 -0.18
C 0.06003 -0.90118 -0.19827 -0.49
C -0.08129 -1.41700 1.20345 -0.21
S 1.35234 -1.77355 1.88717 0.03
H -0.94783 1.62868 -0.31678 0.36
H 1.48914 0.60230 0.37734 0.20
H 0.76900 0.79059 -1.15127 0.20
H 0.72614 -1.46843 -0.70242 0.23
H -0.81941 -0.77801 -0.81239 0.20
H -0.99840 -1.56637 1.56571 0.18
```

Calculated values
* total charge: 0
* spin multiplicity: 1
* structure (SMILES): S=C=NNCCC=S

=====

<two>
# C4H6N2S2

An isolated molecule of C4H6N2S2 (ωB97M-V/def2-TZVPD, the Open Molecules 2025 dataset).

```
14
Properties=species:S:1:pos:R:3:nbo_charge:R:1
C 2.19741 2.25984 0.27301 -0.16
N 1.00033 1.82655 -0.24845 -0.23
N 0.84958 0.47024 -0.46005 -0.28
C 1.61940 -0.44368 0.19174 -0.11
S 1.58756 -2.07135 0.02211 -0.06
C -0.67480 0.14326 -0.64619 -0.31
C -1.70451 0.00316 0.61491 -0.27
S -3.22775 0.01959 0.05154 0.08
H 2.59124 3.23184 0.85072 0.22
H 3.09388 1.72865 0.09978 0.16
H 2.36921 -0.10496 0.86811 0.20
H -0.94348 -0.88501 -1.26273 0.27
H -1.14317 1.05141 -1.05521 0.25
H -1.29906 -0.04694 1.67969 0.22
```

Calculated values
* total charge: 0
* spin multiplicity: 1
* structure (SMILES): C=NN(C=S)CC=S

=====

Energy above the most stable structure, in hartree: <one> 0.0000; <two> 0.0574

=====

<one>
# C4H6N2S2

An isolated molecule of C4H6N2S2 (ωB97M-V/def2-TZVPD, the Open Molecules 2025 dataset).

```
14
Properties=species:S:1:pos:R:3:nbo_charge:R:1
S 1.89862 -2.84720 -1.18389 -0.17
C 0.87253 -1.60743 -0.62254 -0.07
N -0.24995 -1.16324 -1.30836 -0.49
N -0.83749 0.18681 -1.09890 -0.42
C -1.06605 0.56387 0.26700 -0.05
C -0.04058 1.62804 0.92043 -0.42
C 0.06863 0.14710 1.24831 -0.45
S 1.54791 -0.50623 0.63814 0.34
H -0.49251 -1.87543 -2.16514 0.44
H -0.04283 0.73865 -1.38976 0.36
H -2.10710 0.58413 0.60936 0.23
H -0.51955 2.45689 1.47542 0.24
H 0.96005 1.94068 0.39276 0.23
H 0.00831 -0.24664 2.21715 0.24
```

Calculated values
* total charge: 0
* spin multiplicity: 1
* structure (SMILES): S=C1NN[C@@H]2C[C@@H]2S1

=====

<two>
# C4H6N2S2

An isolated molecule of C4H6N2S2 (ωB97M-V/def2-TZVPD, the Open Molecules 2025 dataset).

```
14
Properties=species:S:1:pos:R:3:nbo_charge:R:1
H -2.84361 -1.66579 -0.70968 0.35
N -1.95752 -1.46392 -1.24378 -0.71
C -1.09239 -0.74818 -0.56503 0.30
N 0.08931 -0.58476 -1.26398 -0.81
S 1.03909 0.85009 -1.25265 0.45
C 1.43078 0.82415 0.49708 -0.42
C 1.49139 -0.43469 1.37514 -0.44
C 0.45760 0.48964 1.61544 -0.34
S -1.32095 0.12015 1.05300 0.20
H 0.19421 -1.16181 -2.11753 0.43
H 2.35978 1.54366 0.62195 0.25
H 2.59246 -0.35185 1.95817 0.24
H 1.31645 -1.49156 0.96706 0.26
H 0.24374 1.15875 2.49304 0.25
```

Calculated values
* total charge: 0
* spin multiplicity: 1
* structure (SMILES): [H]/N=C1/NS[C@@H]2C[C@@H]2S1

=====

Energy above the most stable structure, in hartree: <one> 0.0207; <two> 0.0000

=====

<one>
# C4H9O3

A cluster of 2 separate species, C4H9O3 in total (ωB97M-V/def2-TZVPD, the Open Molecules 2025 dataset).

```
16
Properties=species:S:1:pos:R:3:nbo_charge:R:1
C 0.48100 -2.59928 -1.69739 -0.74
C 0.67495 -1.09393 -1.28446 0.79
O -0.20956 -0.30996 -1.69582 -0.80
O 1.66775 -0.90746 -0.55618 -0.77
H 0.53959 -3.17391 -0.77165 0.20
H 1.20955 -2.97990 -2.40992 0.20
H -0.53722 -2.67911 -2.08510 0.19
C -0.10627 1.99411 0.80757 -0.06
C -0.53164 1.16745 2.03923 -0.64
O -0.99284 1.78434 -0.26859 -0.78
H -0.24677 3.05049 1.04676 0.14
H 0.92173 1.80315 0.48820 0.18
H -1.10228 1.83347 2.70222 0.18
H -0.80101 0.91673 -0.70872 0.51
H 0.29041 0.77838 2.63978 0.20
H -1.25739 0.41543 1.75408 0.22
```

Calculated values
* total charge: -1
* spin multiplicity: 1

=====

<two>
# C4H9O3

A cluster of 2 separate species, C4H9O3 in total (ωB97M-V/def2-TZVPD, the Open Molecules 2025 dataset).

```
16
Properties=species:S:1:pos:R:3:nbo_charge:R:1
C -1.15233 -2.32722 1.11267 -0.07
C -0.78960 -0.95281 1.63219 -0.70
O -2.53264 -2.56021 0.89448 -0.73
H -0.60535 -2.57748 0.20309 0.15
H -0.72055 -3.10254 1.75874 0.15
H -0.08348 -0.87877 2.45354 0.21
H -2.77783 -2.08912 0.07892 0.46
H -1.70983 -0.36465 1.78318 0.21
H -0.45051 -0.29226 0.81094 0.30
C 2.48733 1.24410 -1.45253 -0.74
C 1.06482 1.67535 -0.99907 0.77
O 0.66596 1.28031 0.13041 -0.81
O 0.46522 2.42962 -1.80668 -0.79
H 2.81169 0.31927 -0.98630 0.19
H 3.20677 2.04539 -1.26238 0.20
H 2.40387 1.14014 -2.53254 0.20
```

Calculated values
* total charge: -1
* spin multiplicity: 1

=====

<three>
# C4H9O3

A cluster of 2 separate species, C4H9O3 in total (ωB97M-V/def2-TZVPD, the Open Molecules 2025 dataset).

```
16
Properties=species:S:1:pos:R:3:nbo_charge:R:1
C -0.96176 0.64153 1.83956 -0.05
C -1.39132 2.02880 2.22608 -0.66
O -1.64371 0.18786 0.72645 -0.79
H 0.12892 0.62280 1.73165 0.15
H -1.28651 -0.10527 2.67521 0.13
H -2.39024 1.92393 2.71430 0.20
H -1.04555 0.04026 -0.07546 0.53
H -1.51500 2.58474 1.25751 0.21
H -0.57124 2.64861 2.60190 0.20
C 2.15958 -0.36106 -0.61525 -0.75
C 0.97246 -0.89386 -1.49269 0.79
O -0.09749 -0.29387 -1.22712 -0.83
O 1.13000 -1.88699 -2.22968 -0.75
H 3.09235 -0.85672 -0.92543 0.20
H 1.80600 -0.54572 0.39736 0.21
H 2.22007 0.70758 -0.72349 0.20
```

Calculated values
* total charge: -1
* spin multiplicity: 1

=====

Energy above the most stable structure, in hartree: <one> 0.0000; <two> 0.0252; <three> 0.0143

=====

<one>
# C6H9NO2

A cluster of 2 separate species, C6H9NO2 in total (ωB97M-V/def2-TZVPD, the Open Molecules 2025 dataset).

```
18
Properties=species:S:1:pos:R:3:nbo_charge:R:1
C -1.27884 -0.27958 1.03824 -0.63
C 0.23191 -0.05106 0.71588 -0.25
C 1.03087 -1.32249 1.00334 -0.62
C 0.24713 0.27112 -0.78402 -0.03
O 1.50578 0.87780 -1.32146 -0.45
C 1.33775 -0.33933 -1.62171 0.80
O 1.77656 -1.30162 -2.21910 -0.57
H -1.08268 -0.73667 2.03580 0.21
H -1.92954 -1.07483 0.53543 0.22
H -1.88550 0.59699 1.05404 0.21
H 0.58115 0.84482 1.10975 0.22
H 0.67886 -2.18571 0.29524 0.23
H 1.07862 -1.63511 2.07148 0.22
H 2.00658 -1.06284 0.53830 0.22
H -0.63144 0.56542 -1.27395 0.21
C 0.60428 0.84170 -4.65654 0.11
N -0.43433 0.72167 -4.21385 -0.31
H 1.49494 1.14763 -4.93283 0.21
```

Calculated values
* total charge: 0
* spin multiplicity: 1
* structure (SMILES): CC(C)[C@H]1OC1=O.C#N

=====

<two>
# C6H9NO2

An isolated molecule of C6H9NO2 (ωB97M-V/def2-TZVPD, the Open Molecules 2025 dataset).

```
18
Properties=species:S:1:pos:R:3:nbo_charge:R:1
C 0.49443 -0.90836 -1.70376 -0.35
C 0.33772 -0.05439 -0.64341 -0.12
C -0.64713 1.03808 -0.75669 -0.51
C -1.54998 -0.14995 0.15624 0.61
C -1.73631 0.23242 1.59541 -0.73
O -2.29729 -0.89246 -0.42308 -0.54
C 1.37924 0.11255 0.43890 0.63
N 2.55663 -0.53089 0.24479 -0.81
O 1.25916 0.91583 1.34549 -0.62
H -0.28998 -1.53334 -2.10322 0.22
H 1.38574 -1.00746 -2.30436 0.19
H -1.17935 1.09633 -1.70013 0.23
H -0.42562 1.95092 -0.21269 0.26
H -0.87976 0.75784 2.00674 0.26
H -2.59179 0.90234 1.67248 0.25
H -1.92539 -0.65403 2.20060 0.23
H 3.35294 -0.24922 0.79333 0.41
H 2.75674 -1.02621 -0.60663 0.39
```

Calculated values
* total charge: 0
* spin multiplicity: 1
* structure (SMILES): C=C(CC(C)=O)C(N)=O

=====

<three>
# C6H9NO2

An isolated molecule of C6H9NO2 (ωB97M-V/def2-TZVPD, the Open Molecules 2025 dataset).

```
18
Properties=species:S:1:pos:R:3:nbo_charge:R:1
C 0.48333 1.90418 0.75985 -0.46
C 0.69378 0.89185 -0.02749 0.31
O 2.02457 0.48256 -0.32249 -0.50
C 2.42601 -0.74796 -0.25976 0.66
O 1.78845 -1.66050 0.18346 -0.60
C -0.31021 0.14953 -0.80809 -0.34
C -1.81034 0.29005 -0.61349 -0.42
C -1.22349 -1.01285 -0.36271 -0.02
N -1.12386 -1.37892 1.05319 -0.84
H 1.30058 2.32673 1.29977 0.21
H -0.39242 2.57826 0.81043 0.23
H 3.45680 -0.83929 -0.61236 0.13
H 0.04846 -0.07005 -1.80828 0.23
H -2.04137 0.83627 0.28190 0.21
H -2.45306 0.54531 -1.47249 0.23
H -1.44916 -1.93377 -0.94374 0.22
H -0.20116 -1.82872 1.23352 0.39
H -1.21693 -0.53269 1.60877 0.35
```

Calculated values
* total charge: 0
* spin multiplicity: 1
* structure (SMILES): C=C(OC=O)[C@@H]1C[C@@H]1N

=====

Energy above the most stable structure, in hartree: <one> 0.0452; <two> 0.0407; <three> 0.0000

=====

<one>
# C6H9NO2

An isolated molecule of C6H9NO2 (ωB97M-V/def2-TZVPD, the Open Molecules 2025 dataset).

```
18
Properties=species:S:1:pos:R:3:nbo_charge:R:1
O 2.64848 -2.81944 0.37545 -0.56
N 1.64538 -1.99330 0.70646 -0.12
C 1.31130 -1.32811 -0.22963 0.02
C 0.22450 -0.29347 -0.17011 -0.07
C -0.55966 -0.23415 0.93564 -0.21
C -1.64117 0.67812 1.03663 -0.12
O -2.02736 1.34087 -0.26562 -0.52
C -0.84382 1.83055 -0.86617 -0.06
C -0.00644 0.66395 -1.28656 -0.43
H 2.93611 -3.31883 1.26103 0.48
H 1.79621 -1.49128 -1.06920 0.17
H -0.33466 -0.95944 1.73291 0.24
H -2.64034 0.34310 1.51349 0.22
H -1.32478 1.51611 1.90337 0.18
H -1.26379 2.39701 -1.53817 0.19
H -0.24506 2.50252 -0.07447 0.15
H 1.05289 1.10735 -1.77888 0.22
H -0.72779 0.05842 -2.18617 0.22
```

Calculated values
* total charge: 0
* spin multiplicity: 1
* structure (SMILES): O/N=C/C1=CCOCC1

=====

<two>
# C6H9NO2

A structure of composition C6H9NO2 (ωB97M-V/def2-TZVPD, the Open Molecules 2025 dataset).

```
18
Properties=species:S:1:pos:R:3:nbo_charge:R:1
C 0.03677 -0.55478 -0.41492 0.05
C 1.34553 -0.10474 -1.06429 -0.63
C -1.01557 -0.89133 -1.47170 -0.63
C 0.10147 1.46436 1.67309 -0.74
C -0.61362 0.86092 0.50400 0.61
N 0.33973 -1.86330 0.31061 -0.50
C -0.07024 -1.39314 1.33082 0.82
O -1.37967 1.54906 -0.12966 -0.53
O -0.65831 -1.07043 2.33526 -0.54
H 1.67399 -0.83267 -1.81443 0.23
H 2.14834 -0.03483 -0.32484 0.22
H 1.23793 0.86237 -1.56486 0.22
H -1.24470 -0.03999 -2.11903 0.23
H -0.66651 -1.68434 -2.14129 0.22
H -1.94583 -1.21325 -0.99567 0.22
H 1.04558 0.97426 1.89468 0.22
H -0.59449 1.44313 2.51495 0.26
H 0.25961 2.52870 1.47728 0.25
```

Calculated values
* total charge: 0
* spin multiplicity: 1

=====

<three>
# C6H9NO2

An isolated molecule of C6H9NO2 (ωB97M-V/def2-TZVPD, the Open Molecules 2025 dataset).

```
18
Properties=species:S:1:pos:R:3:nbo_charge:R:1
C -1.62775 0.63671 -0.53201 -0.61
C -0.31249 0.02541 -0.05998 0.14
C -0.11980 -1.39415 -0.61195 0.64
N 0.15919 -1.54758 -1.90675 -0.85
O -0.68955 -2.38147 -0.10174 -0.65
C -0.17048 -0.04843 1.44511 -0.19
C 0.91445 0.62172 1.82434 -0.22
C 1.61362 1.18411 0.62420 -0.09
O 0.78570 0.82781 -0.47873 -0.54
H -1.82093 1.55744 0.03277 0.22
H -1.57477 0.87192 -1.60387 0.23
H -2.45315 -0.06713 -0.36870 0.23
H 0.88274 -0.94768 -2.28443 0.42
H -0.31185 -2.55901 -2.05897 0.45
H -0.87059 -0.59475 2.07527 0.24
H 1.25840 0.77715 2.84588 0.22
H 2.62272 0.75755 0.49210 0.18
H 1.71452 2.28040 0.66747 0.18
```

Calculated values
* total charge: 0
* spin multiplicity: 1
* structure (SMILES): C[C@]1(C(N)=O)C=CCO1

=====

Energy above the most stable structure, in hartree: <one> 0.1475; <two> 0.0198; <three> 0.0000